Entry 1:
{
  "formula": "C5H18N3",
  "method": "wB97M-V/def2-TZVPD",
  "max_force_ev_per_a": 0.544,
  "e_tot_ha": -365.44439,
  "total_charge": 0,
  "e_homo_ev": [-2.9, -9.8],
  "spin_multiplicity": 2,
  "e_above_lowest_kcal_mol": 0.0,
  "lumo_ha": [0.0344, 0.0251],
  "homo_lumo_gap_ev": [3.79, 10.47],
  "s2": 0.75,
  "species": ["C", "C", "C", "N", "H", "H", "H", "H", "H", "H", "H", "H", "H", "C", "N", "C", "N", "H", "H", "H", "H", "H", "H", "H", "H", "H"],
  "xyz": [[-2.513, -1.388, 1.658], [-1.291, -1.809, 0.867], [-1.250, -3.301, 0.603], [-1.209, -1.052, -0.419], [-2.579, -1.970, 2.580], [-2.460, -0.333, 1.938], [-3.419, -1.580, 1.088], [-0.400, -1.537, 1.435], [-0.319, -3.582, 0.111], [-1.295, -3.836, 1.548], [-2.092, -3.617, -0.011], [-1.925, -0.333, -0.447], [-1.407, -1.672, -1.199], [2.015, 2.409, -0.281], [1.804, 3.742, -0.855], [1.208, 1.408, -1.085], [1.285, 0.029, -0.532], [1.750, 2.320, 0.780], [3.067, 2.155, -0.368], [0.846, 4.037, -0.702], [2.379, 4.417, -0.368], [1.555, 1.387, -2.109], [0.158, 1.697, -1.080], [0.300, -0.431, -0.530], [1.920, -0.582, -1.088], [1.640, 0.020, 0.443]]
}

Entry 2:
{
  "formula": "C35H50AsN4OPW",
  "method": "wB97M-V/def2-TZVPD",
  "max_force_ev_per_a": 3.187,
  "e_tot_ha": -4302.01566,
  "total_charge": 0,
  "e_homo_ev": [-5.4, -6.3],
  "spin_multiplicity": 3,
  "lumo_ha": [0.0221, 0.0216],
  "homo_lumo_gap_ev": [6.03, 6.88],
  "s2": 2.04,
  "species": ["W", "O", "P", "N", "C", "C", "C", "C", "N", "C", "C", "C", "C", "N", "C", "C", "C", "C", "H", "H", "H", "H", "H", "H", "H", "H", "H", "H", "H", "H", "H", "H", "H", "H", "H", "H", "H", "H", "H", "H", "H", "H", "C", "H", "H", "C", "C", "C", "C", "C", "C", "As", "C", "C", "C", "C", "C", "C", "C", "C", "C", "C", "C", "C", "H", "H", "H", "H", "H", "H", "H", "H", "H", "H", "H", "H", "H", "H", "H", "C", "C", "C", "C", "N", "H", "H", "H", "H", "H", "H", "H", "H", "H"],
  "xyz": [[12.044, 10.719, 10.438], [14.112, 10.795, 9.956], [15.036, 10.549, 8.750], [16.469, 11.160, 9.239], [17.629, 11.429, 8.415], [18.741, 11.942, 9.404], [17.815, 12.357, 10.551], [16.825, 11.227, 10.622], [15.245, 8.983, 8.371], [15.773, 8.319, 7.110], [14.673, 7.266, 6.758], [14.089, 6.833, 8.082], [14.328, 8.011, 9.037], [14.598, 11.421, 7.396], [14.391, 12.881, 7.622], [13.912, 13.269, 6.241], [12.996, 12.086, 5.834], [13.708, 10.861, 6.337], [17.382, 12.230, 7.734], [17.930, 10.701, 7.756], [19.322, 12.770, 8.957], [19.440, 11.156, 9.647], [17.286, 13.301, 10.279], [18.398, 12.518, 11.430], [15.987, 11.404, 11.263], [17.340, 10.348, 10.959], [16.645, 7.738, 7.380], [16.009, 9.090, 6.332], [14.958, 6.396, 6.127], [14.019, 7.821, 6.176], [14.646, 5.947, 8.422], [13.022, 6.582, 8.056], [14.711, 7.617, 9.951], [13.457, 8.548, 9.395], [15.440, 13.403, 7.879], [13.712, 13.113, 8.445], [14.798, 13.296, 5.587], [13.457, 14.228, 6.231], [12.804, 11.974, 4.758], [12.061, 12.027, 6.304], [14.142, 10.268, 5.552], [13.105, 10.067, 6.815], [10.621, 11.087, 9.031], [10.152, 11.926, 8.556], [10.224, 10.180, 8.535], [13.189, 16.676, 8.252], [14.077, 16.283, 9.232], [13.683, 15.325, 10.204], [12.399, 14.728, 10.024], [11.603, 15.020, 8.947], [11.960, 16.016, 8.064], [11.892, 13.270, 11.248], [10.094, 14.020, 11.703], [9.322, 13.312, 12.627], [8.104, 13.783, 13.081], [7.764, 15.116, 12.797], [8.496, 15.863, 11.828], [9.688, 15.330, 11.293], [12.874, 13.919, 12.870], [12.535, 15.065, 13.546], [13.301, 15.538, 14.570], [14.432, 14.837, 14.929], [14.729, 13.615, 14.353], [13.922, 13.166, 13.264], [13.384, 17.592, 7.638], [15.035, 16.735, 9.321], [14.253, 15.107, 11.069], [10.675, 14.480, 8.748], [11.123, 16.342, 7.413], [9.633, 12.298, 12.808], [7.391, 13.131, 13.656], [6.845, 15.541, 13.259], [8.147, 16.890, 11.529], [10.314, 15.933, 10.677], [11.708, 15.736, 13.288], [13.204, 16.512, 14.940], [15.022, 15.257, 15.721], [15.593, 13.011, 14.681], [14.071, 12.170, 12.786], [10.895, 7.095, 10.516], [11.075, 8.056, 11.769], [9.662, 8.552, 12.256], [11.994, 7.307, 12.809], [11.727, 9.253, 11.344], [10.176, 6.320, 10.605], [11.814, 6.562, 10.317], [10.632, 7.674, 9.671], [8.964, 7.708, 12.334], [9.296, 9.214, 11.518], [9.734, 9.035, 13.172], [11.684, 6.300, 13.100], [12.118, 7.826, 13.755], [12.951, 7.267, 12.341]]
}

Entry 3:
{
  "formula": "C3H12N2O2",
  "method": "wB97M-V/def2-TZVPD",
  "max_force_ev_per_a": 2.778,
  "e_tot_ha": -381.44154,
  "total_charge": 0,
  "e_homo_ev": -8.8,
  "e_above_lowest_kcal_mol": 46.0,
  "lumo_ha": 0.0278,
  "homo_lumo_gap_ev": 9.56,
  "species": ["N", "C", "C", "N", "C", "O", "H", "H", "H", "H", "H", "H", "H", "H", "H", "H", "O", "H", "H"],
  "xyz": [[1.331, 1.027, 1.337], [0.390, 0.863, 0.281], [0.293, -0.504, -0.417], [1.580, -0.804, -1.024], [-0.854, -0.600, -1.453], [-1.668, 0.596, -1.519], [1.345, 0.332, 2.070], [2.285, 1.126, 1.041], [-0.634, 1.192, 0.440], [0.686, 1.511, -0.557], [0.154, -1.361, 0.239], [2.026, -0.085, -1.565], [2.016, -1.703, -0.994], [-1.623, -1.193, -0.951], [-0.570, -0.986, -2.426], [-1.206, 1.360, -1.878], [-1.075, -0.543, 2.532], [-0.510, 0.209, 2.384], [-1.587, -0.796, 1.763]]
}